2 unconnected molecules or ions with the total composition C5H8N2, computed with the ωB97M-V functional and the def2-TZVPD basis.

```
15
Properties=species:S:1:pos:R:3:forces:R:3
C -2.491777 -0.030855 0.239373 1.0 0.3 -1.0
C 2.636952 0.038555 -0.161882 -4.1 3.2 1.2
C -3.879448 -0.169014 0.074003 -2.1 -0.4 1.1
C 3.715324 -0.795298 -0.372942 1.6 1.4 0.0
C 0.704904 1.553257 0.182423 -4.3 1.1 -1.6
N -1.404933 0.289129 0.073643 1.8 0.3 0.4
N 1.671049 0.732746 0.064068 6.0 -4.6 -0.6
H -4.358447 -0.244662 1.074721 0.1 0.8 -0.5
H -4.159441 0.716338 -0.538524 -0.4 -0.7 0.5
H -4.224997 -1.128405 -0.322994 0.5 0.2 -0.6
H 3.399607 -1.480157 -1.106589 -0.7 -1.8 -1.1
H 4.511314 -0.278361 -0.976826 -0.4 0.2 0.5
H 4.134324 -1.193737 0.537912 0.0 -0.5 0.4
H 0.045637 1.576549 1.096471 1.1 0.6 -0.6
H 0.520541 2.074653 -0.837730 -0.2 -0.2 2.0
```
Positions in Å, forces in eV/Å.

Output
Total charge ... +2
Electronic energy ... -8271.377 eV
E_LUMO ... -12.8 eV
Multiplicity ... 1
Orbital gap ... 6.38 eV
Energy above the lowest of the compared OMol25 structures with the same formula, charge and spin ... 2.692 eV
Strongest force on any atom ... 0.1474 hartree/bohr
HOMO level ... -19.155 eV